Record 1
Entry from OMol25: C42H35As2Cl3InN5O8S2 as an isolated structure in a non-equilibrium geometry (ωB97M-V/def2-TZVPD).

```
98
Properties=species:S:1:pos:R:3:forces:R:3:lowdin_charge:R:1
In -1.72012 1.10690 -0.44789 -0.1 0.3 0.4 0.96
As 1.69146 -2.33049 1.50275 0.9 -0.4 1.2 1.35
As 0.83723 -1.42906 -1.07441 -0.4 -1.4 -0.9 1.41
Cl -2.85237 -0.68021 -3.48028 0.6 0.5 -0.1 0.59
Cl -1.51017 -0.56779 -5.99351 0.2 -0.2 -0.4 0.66
Cl -1.10752 1.65903 -4.24139 -0.6 0.3 0.0 0.72
S -3.30137 3.73177 -1.12789 2.4 0.2 0.6 0.53
S -1.34106 5.01315 -3.62229 0.7 -1.1 1.6 0.94
O -0.97911 -0.42380 1.75644 0.6 1.2 0.7 -0.19
O -3.68484 2.98202 -2.30231 -0.1 0.0 0.3 -0.36
O -0.22492 -0.30508 3.86885 -0.6 1.5 -1.4 -0.01
O -0.16109 1.43242 5.79428 0.1 0.1 0.0 0.11
O 0.39277 -1.68715 -4.14615 -0.5 1.4 1.2 0.03
O -0.47342 3.65830 5.92616 0.2 -1.4 -0.4 0.06
O -3.50658 3.11761 0.19678 -0.6 0.5 -1.0 -0.42
O 0.22637 -0.11399 -2.47704 0.6 -1.8 0.7 -0.32
N -1.64889 3.98006 -1.03868 -3.2 -0.8 2.2 -0.19
N -0.88544 2.32068 1.54301 -0.3 1.0 1.3 0.01
N 0.44505 3.79337 -1.98956 -2.1 0.9 0.3 0.02
N -6.08239 8.88025 -1.38185 -0.4 1.1 0.0 0.11
N -0.99366 3.66773 1.82303 0.5 -2.2 0.3 0.05
C -1.17080 -3.57950 -2.12400 0.5 0.1 -0.4 -0.12
C 0.12272 -3.19495 3.84301 0.9 0.4 -0.7 -0.12
C 3.14555 -4.83780 1.19360 0.9 -0.1 0.0 -0.11
C -0.39927 2.62110 5.27160 -0.3 1.2 0.4 -0.50
C 5.45862 -5.09346 0.39371 -0.2 0.0 0.1 -0.09
C 2.13270 -3.93927 -2.06581 0.3 0.8 0.2 -0.10
C -4.71779 7.34474 -0.18613 -0.3 0.2 0.2 -0.03
C 2.43113 -0.46711 1.46020 -1.5 -1.0 -0.3 -0.34
C -0.63158 0.25869 2.79108 0.3 -3.7 0.5 -0.56
C -0.84745 4.18877 -2.03378 1.8 0.1 -2.3 -0.72
C 2.48349 -2.70251 4.25808 -0.1 -0.2 0.8 -0.11
C 3.32900 -3.44516 1.22682 -0.9 0.0 -0.1 -0.38
C -0.83058 -2.78788 -1.02442 -0.4 0.6 0.7 -0.25
C 3.14865 -1.87377 -2.81654 -0.2 0.7 0.4 -0.12
C -5.38009 7.73129 -1.37030 0.6 -0.9 0.1 -0.33
C 2.15942 -2.52221 -2.07196 0.0 -0.5 -0.2 -0.35
C 4.18590 -2.58623 -3.41431 -0.1 0.1 -0.1 -0.08
C -0.82864 3.91979 3.13589 -0.1 -0.1 -0.3 0.01
C -0.61335 2.71961 3.80453 -0.2 -1.2 -2.2 -0.02
C -4.13514 6.10702 -0.08215 0.7 -0.1 -0.4 -0.06
C 1.05237 4.12910 -3.14107 -0.4 0.7 -2.5 -0.31
C -1.61764 -2.89317 0.13786 0.1 0.3 0.1 -0.12
C -3.03574 -4.58003 -0.91057 0.2 -0.1 -0.3 -0.07
C 3.08453 -4.64452 -2.81474 0.0 -0.2 0.1 -0.07
C -0.69242 1.69991 2.71451 0.1 3.9 1.1 -0.13
C -5.33192 6.90179 -2.50675 -0.5 0.0 -0.3 -0.02
C 0.24887 4.68009 -4.15053 2.2 -0.4 0.1 -0.52
C 0.01812 -3.65497 5.12649 -0.7 -0.3 1.3 -0.09
C -4.69374 5.67649 -2.41790 0.3 -0.5 -0.3 -0.08
C 4.56700 -2.90591 0.91285 0.1 -0.1 -0.3 -0.11
C 4.12991 -3.97687 -3.47901 -0.5 -0.1 0.1 -0.07
C -1.37379 -0.06862 -4.33717 0.5 0.0 1.0 -1.49
C -2.25516 -4.47599 -2.06353 0.2 0.4 0.0 -0.07
C 2.05808 -0.05050 0.05613 -0.7 1.2 -0.5 -0.27
C 5.62685 -3.72267 0.50573 0.1 0.4 -0.2 -0.08
C 2.32237 -3.11175 5.59882 0.2 0.1 -0.3 -0.07
C -4.06416 5.32115 -1.23085 -0.4 -0.9 0.4 -0.31
C -2.70938 -3.77405 0.18400 0.3 -0.2 0.0 -0.07
C 1.09361 -3.60686 6.03116 0.4 -0.2 -0.1 -0.07
C 1.38406 -2.73641 3.42793 -0.2 -0.3 -1.3 -0.37
C 4.23725 -5.63703 0.81380 -0.3 -0.4 0.0 -0.09
C -0.11534 -0.71014 -3.61807 -0.3 -1.4 -1.5 -0.71
H 4.13544 -6.72736 0.84583 -0.1 0.4 -0.2 0.11
H 6.57244 -3.23804 0.25146 -0.3 -0.3 0.0 0.11
H -2.49825 -5.04878 -2.96495 0.2 0.1 0.4 0.11
H -0.87679 4.94676 3.50179 0.0 -0.6 0.0 0.15
H -0.71099 -3.15717 3.13838 0.2 -0.1 0.4 0.10
H 3.18938 -3.07177 6.26789 -0.4 -0.1 -0.2 0.11
H -3.69392 5.71266 0.83520 -0.2 0.4 -0.2 0.12
H -5.85848 7.20639 -3.43716 0.5 -0.3 0.8 0.12
H -0.12441 0.68879 5.10287 -0.1 0.4 -0.1 0.07
H -1.26102 4.24287 1.02964 0.1 0.1 -0.2 0.11
H -0.57421 -3.52948 -3.03439 -0.2 0.0 0.2 0.10
H -6.73446 9.03440 -2.13520 0.1 0.3 0.3 0.10
H 1.39033 -4.46607 -1.45998 0.2 0.1 -0.3 0.10
H 1.37681 0.82655 0.05049 0.7 -0.3 -0.3 0.06
H 0.56385 4.86425 -5.18677 -0.1 0.1 0.7 0.05
H 1.87952 0.07790 2.24755 0.4 -0.2 -0.5 0.08
H 3.46002 -2.38471 3.88301 -0.3 -0.1 0.2 0.10
H 2.12990 3.93610 -3.27045 -0.7 0.0 0.0 0.10
H 4.84250 -4.52469 -4.10869 -0.2 0.2 0.6 0.11
H 3.06058 -0.77987 -2.97754 0.4 -0.7 0.3 0.12
H 2.18849 -5.31148 1.45851 0.5 0.3 -0.1 0.11
H -6.08185 9.48084 -0.56341 -0.2 -0.3 -0.6 0.11
H 2.93454 0.05632 -0.62154 -0.8 -0.1 0.2 0.09
H 4.71820 -1.83070 0.90210 0.0 -0.1 0.1 0.08
H 6.24807 -5.71926 -0.05719 -0.5 0.3 0.6 0.11
H 1.01874 -4.01848 7.05626 -0.2 0.4 -0.8 0.11
H -3.26983 -3.84694 1.12001 0.1 0.1 -0.4 0.11
H 5.03292 -2.03055 -3.82457 -0.4 -0.2 -0.2 0.11
H -4.74183 8.02317 0.66507 -0.1 -0.2 -0.1 0.11
H -3.86895 -5.30912 -0.90173 0.5 0.7 0.2 0.12
H -4.66701 4.92381 -3.22911 -0.1 0.8 0.4 0.12
H -0.94978 -4.02750 5.48236 0.4 0.1 -0.1 0.11
H -1.43048 -2.28312 1.03000 0.1 -0.1 -0.5 0.06
H 3.00915 -5.74670 -2.84546 0.1 0.8 0.0 0.12
H 3.49525 -0.49492 1.63337 0.2 0.1 0.0 0.05
```
Positions in Å, forces in eV/Å.

Results
Spin multiplicity: 1
Kohn-Sham gap: 5.22 eV
Net charge: 0
ΔE to the lowest compared entry with this formula, charge and spin: 98.9 kJ/mol

Record 2
Entry from OMol25: a 9-piece molecular cluster, C42H36BF4O26 overall in a non-equilibrium geometry (ωB97M-V/def2-TZVPD).

```
109
Properties=species:S:1:pos:R:3:forces:R:3:lowdin_charge:R:1
F -15.44054 -22.72430 18.25953 1.4 1.4 1.7 0.20
F -17.39536 -23.65724 17.69573 -0.3 0.7 -0.2 0.07
F -15.90647 -22.93260 16.17611 0.6 2.4 -5.6 0.32
F -15.57543 -24.81998 17.34380 1.1 -0.2 -0.2 0.14
O -15.53492 -26.70173 19.21325 1.0 -2.8 2.6 0.12
O -19.41335 -24.19295 19.63083 1.1 1.0 0.2 0.14
O -22.73758 -28.39169 18.43031 -0.4 1.5 1.4 0.08
O -19.14893 -21.60939 18.23884 -4.0 0.1 0.8 0.09
O -13.97242 -23.88229 20.07791 4.4 -1.7 2.6 0.12
O -11.33122 -17.59169 14.92894 -2.3 -1.3 0.3 0.04
O -10.27861 -28.61369 13.58859 -0.4 -0.2 -0.1 0.04
O -23.50336 -26.60062 20.46150 1.3 -1.4 -2.7 0.12
O -18.63244 -25.93784 17.74205 -0.2 -0.9 -0.6 0.12
O -23.68810 -21.71873 20.06408 2.6 -0.7 -2.7 0.02
O -15.80611 -17.54900 16.70654 -2.9 1.8 1.2 0.16
O -24.68005 -22.80252 17.71793 2.5 1.6 4.0 0.11
O -13.96890 -25.66253 13.07417 0.8 -0.4 1.0 0.07
O -9.96764 -22.57850 17.69115 3.8 2.4 -5.3 0.16
O -12.02889 -28.95557 21.71446 0.2 1.7 -1.7 0.06
O -20.07650 -22.96215 16.05318 -1.9 0.0 1.7 0.10
O -8.52135 -22.62507 19.82565 0.0 -0.6 3.0 0.12
O -13.96422 -27.07220 16.97920 -0.1 0.4 -0.8 0.10
O -16.17080 -20.17918 16.64473 3.0 -2.3 0.1 0.01
O -10.25350 -27.71430 20.08559 -1.3 0.7 -4.0 0.11
O -15.71928 -18.96879 22.28796 -0.9 -1.3 -3.0 0.01
O -12.30028 -24.64205 22.17914 0.7 1.6 -4.7 0.06
O -17.82466 -29.34597 14.36325 -1.6 -1.0 -2.3 0.09
O -9.10584 -26.78846 15.38533 -2.9 0.0 -1.1 0.07
O -13.12669 -23.97825 15.07256 4.3 -1.4 1.1 0.12
O -11.64477 -20.29474 14.59637 -1.9 1.4 0.0 0.05
C -19.82095 -25.99940 18.26424 -4.2 -5.9 -1.9 -0.20
C -12.39925 -25.05085 14.70636 5.5 -2.0 3.0 -0.08
C -20.18996 -25.03891 19.26825 -1.1 0.2 1.1 -0.41
C -20.92814 -22.73033 16.93108 0.8 1.2 -0.6 -0.32
C -12.12500 -27.04382 13.10958 7.3 0.5 5.4 0.09
C -12.59335 -23.87569 19.89833 -2.2 2.9 -7.8 -0.13
C -11.89511 -23.38768 18.56487 -4.1 -2.1 5.0 0.15
C -10.80731 -27.35652 13.78147 -6.0 -3.1 -3.3 -0.10
C -21.46319 -25.17748 19.92047 -4.5 -6.0 -2.0 0.10
C -10.45768 -23.02602 18.63076 -5.5 -1.9 3.5 -0.45
C -22.81050 -21.94587 19.13201 -6.9 -0.1 2.8 -0.40
C -11.56706 -27.67526 19.73416 -0.1 1.9 -3.5 -0.17
C -16.29513 -29.29611 16.14187 3.0 -1.2 0.0 -0.05
C -21.52895 -21.56684 19.25184 7.7 0.3 -3.7 0.06
C -14.96645 -19.64191 16.17837 1.8 -6.2 -2.2 -0.10
C -12.46803 -28.29797 20.74786 -2.3 -1.7 1.7 -0.35
C -12.66605 -19.68130 15.01459 2.2 -4.3 0.9 -0.38
C -16.59051 -27.17939 14.78529 2.1 -4.3 -2.5 0.02
C -12.89772 -25.99184 13.61536 -1.9 3.1 -0.9 -0.36
C -20.48632 -21.94513 18.16016 -0.9 1.7 4.3 -0.06
C -14.37813 -27.38705 19.30352 0.7 -0.9 3.6 -0.10
C -23.32585 -22.59520 17.89813 1.7 -1.4 -5.2 -0.12
C -13.79368 -20.47595 15.55454 -4.4 3.7 2.0 0.12
C -22.38037 -22.88663 16.83382 -1.0 1.5 5.7 0.09
C -16.09871 -19.61917 21.27465 1.9 2.1 2.2 -0.46
C -12.52642 -18.28127 15.27178 -3.1 6.8 1.1 -0.12
C -16.74462 -20.92330 21.49633 4.5 -1.6 3.6 -0.02
C -13.92934 -28.17086 20.56293 0.3 3.9 -7.3 0.10
C -9.77747 -23.03537 19.93034 -2.5 -2.3 3.7 -0.17
C -12.04484 -27.10862 18.46218 3.3 -1.8 -0.1 0.10
C -11.88876 -24.11725 21.06483 3.2 -1.0 7.3 -0.32
C -16.96708 -28.76125 14.90794 1.7 3.6 4.0 -0.50
C -20.85205 -27.14029 17.95933 5.0 2.6 -0.1 0.11
C -14.93093 -18.15858 16.21582 2.7 -2.1 -0.5 -0.44
C -22.13070 -27.36286 18.73002 2.8 -1.6 -3.5 -0.38
C -13.49279 -27.14710 18.07622 1.9 -1.3 2.6 -0.37
C -15.96881 -19.09074 19.85575 0.8 0.0 -0.4 -0.02
C -22.41224 -26.31088 19.70180 2.1 3.5 2.4 -0.14
C -13.71036 -17.50491 15.81237 5.1 -3.7 -2.7 0.12
C -10.25242 -26.57873 14.90368 2.7 0.9 0.5 -0.38
C -10.49965 -23.55803 21.12100 1.1 1.8 -7.4 0.12
C -11.05000 -25.46580 15.34514 -5.0 2.1 -1.5 0.08
B -16.00270 -23.48057 17.30445 -2.6 -4.2 3.9 -1.41
H -9.89453 -23.67163 21.90590 1.7 -0.5 3.5 0.06
H -13.82393 -16.47045 15.95888 0.8 1.3 0.0 0.10
H -16.88046 -20.98698 22.66076 0.6 -0.5 -2.3 0.13
H -15.13164 -29.13157 15.95510 -2.2 -0.5 0.5 0.11
H -10.20294 -27.76080 21.00068 0.1 -0.7 3.1 0.07
H -16.06921 -21.25159 16.84780 -0.1 4.1 -1.2 0.16
H -22.68942 -23.31935 15.99691 -1.5 -1.8 -3.5 0.06
H -16.29189 -21.82295 20.95154 0.0 1.2 1.1 0.12
H -14.36391 -23.61083 19.30524 -1.8 1.2 -3.2 0.01
H -13.94101 -24.07576 14.67703 -3.6 -0.3 -1.8 0.06
H -17.45698 -26.84519 14.34017 -1.4 1.6 -1.5 0.04
H -20.44779 -27.97233 17.20689 -1.3 2.0 1.8 0.15
H -10.84226 -18.05012 14.21100 -0.6 -0.3 0.8 0.12
H -12.57684 -27.68473 12.49248 -1.3 -2.4 -2.5 0.07
H -15.59731 -27.18711 14.16171 -2.1 0.6 0.9 0.11
H -13.75000 -21.59439 15.50090 -0.2 1.4 0.1 0.10
H -21.77764 -24.55319 20.65857 -0.4 2.1 2.0 0.08
H -15.51579 -26.12152 18.47902 -0.1 1.2 -2.0 0.04
H -11.25551 -26.93367 17.45721 -2.3 -0.4 3.6 0.18
H -15.59485 -18.04467 19.81164 0.3 -0.9 0.2 0.09
H -10.57451 -24.98303 16.19728 -0.5 0.5 -0.3 0.10
H -16.97233 -18.99349 19.47556 -0.6 -0.3 -0.4 0.08
H -17.63671 -20.92837 21.12778 -5.8 0.3 -2.4 0.00
H -16.44118 -26.75585 15.72256 0.4 0.6 1.6 0.02
H -18.13267 -25.14025 17.99401 0.0 0.6 0.1 0.08
H -15.40533 -19.79982 19.14048 -0.8 1.1 1.3 0.10
H -18.66607 -22.22560 17.68791 0.6 -0.7 -0.8 0.07
H -8.31969 -22.31883 18.95801 -0.2 0.4 -1.6 0.10
H -10.86288 -29.39989 13.26992 0.9 2.8 0.6 0.18
H -24.98648 -23.10160 16.90379 0.1 -0.9 -2.5 0.08
H -12.58222 -23.14612 17.65956 1.6 -0.5 1.7 0.13
H -16.47778 -28.68867 17.06330 -0.2 -0.5 -0.9 0.08
H -16.49637 -30.40174 16.27313 0.2 1.3 0.1 0.09
H -14.61474 -27.96112 21.29236 -1.3 -0.3 2.3 0.07
H -21.30105 -20.89355 20.08630 0.3 -0.6 -0.4 0.13
H -23.69420 -25.97729 21.10767 -0.3 2.1 1.9 0.08
```
Positions in Å, forces in eV/Å.

Results
Spin multiplicity: 1
Kohn-Sham gap: 6.20 eV
Net charge: -1
ΔE to the lowest compared entry with this formula, charge and spin: 69.1 kJ/mol

Record 3
Entry from OMol25: C42H36N3O2RhSSi as an isolated structure in a non-equilibrium geometry (ωB97M-V/def2-TZVPD).

```
86
Properties=species:S:1:pos:R:3:forces:R:3:mulliken_spin:R:1
Rh 0.20154 -0.48611 0.02999 -0.6 0.2 0.6 2.69
S -1.41801 -0.17004 2.31214 0.2 -1.0 -0.3 0.06
Si 1.41646 -0.23125 -2.26366 0.7 0.5 -0.8 0.33
O -2.10044 -1.49047 2.14170 0.1 0.7 0.1 0.01
O 0.18080 1.98910 0.33883 0.2 0.0 0.0 0.07
N 2.11138 0.23944 1.02558 0.1 -0.3 -0.1 0.11
N -1.85844 -0.64935 -0.90241 0.1 -0.1 0.0 0.03
N -0.28169 -2.64710 0.06083 0.0 0.1 0.2 0.07
C 0.70635 0.58816 3.93923 0.0 0.0 -0.1 0.00
C -0.72493 -0.11189 -4.16969 0.0 0.0 0.0 0.01
C -0.06971 -0.46122 3.45949 -0.1 0.1 0.2 0.01
C 1.46238 2.56752 0.61124 0.0 0.0 -0.1 0.00
C -3.40522 0.33992 4.08004 0.0 0.2 0.1 0.01
C 0.46990 -3.60064 0.57628 0.0 -0.1 -0.1 -0.01
C 3.00528 -0.67522 1.44235 -0.1 0.1 0.1 0.05
C 1.02667 -3.02968 -2.78347 0.1 0.0 0.0 0.02
C 2.41577 1.53260 1.14504 -0.1 0.0 0.0 0.02
C 0.20589 2.26328 -5.27378 0.0 0.0 0.0 -0.01
C 2.74051 -4.66661 -2.36999 -0.1 0.0 0.0 0.09
C -2.44034 0.91743 3.26946 0.0 0.0 0.0 0.03
C 3.14997 -2.36137 -1.83421 -0.1 -0.1 0.0 0.08
C -4.22892 -1.17288 -2.23002 -0.1 -0.2 0.0 0.00
C 1.18864 -2.03583 4.74476 -0.1 0.0 -0.1 0.00
C 1.97048 -1.00056 5.23033 0.0 0.1 0.0 0.00
C -4.17383 1.17993 4.87387 0.0 0.0 0.0 0.00
C -2.28644 -1.92388 -1.04971 0.3 -0.1 0.1 -0.05
C -3.77968 0.11135 -2.09213 0.1 0.2 0.1 0.01
C 4.21366 -0.33776 2.00590 0.0 0.0 0.0 0.00
C 0.88777 1.67568 -4.21687 -0.1 0.0 0.0 0.06
C -1.46786 -2.97723 -0.50377 0.0 0.3 0.0 0.09
C 3.61443 1.95110 1.70190 0.0 0.1 0.0 0.00
C -0.94040 1.66459 -5.77666 0.0 0.0 0.0 0.05
C -3.01172 3.11071 4.00717 0.0 0.0 0.0 0.00
C -3.47808 -2.23838 -1.69634 -0.3 -0.1 -0.1 0.00
C 1.46190 -4.34001 -2.82257 0.1 0.0 0.0 -0.03
C -2.57872 0.33173 -1.40610 -0.2 0.0 0.0 -0.03
C -1.40442 0.47491 -5.22383 0.0 0.0 0.0 -0.02
C -3.15833 -4.59168 -1.23633 0.2 0.0 0.1 0.00
C 0.44276 0.47031 -3.65128 -0.4 0.2 -0.2 0.07
C -1.90866 -4.29370 -0.58371 -0.1 -0.3 0.0 0.00
C 0.09012 -4.94698 0.57161 0.1 0.1 0.0 0.00
C 1.87112 -2.01112 -2.30592 0.0 -0.4 0.2 0.11
C -1.09658 -5.29177 -0.01318 -0.2 -0.1 -0.1 0.00
C 3.58510 -3.67804 -1.88219 0.0 0.1 0.0 -0.03
C 4.52432 1.00908 2.13889 0.1 0.0 0.0 0.00
C 1.72776 0.31287 4.83028 0.0 -0.1 0.0 0.00
C 0.15224 -1.76993 3.85009 0.2 -0.1 0.0 0.01
C -3.97658 2.55578 4.83832 0.0 0.0 0.0 0.00
C -3.90221 -3.61135 -1.77992 0.0 0.2 0.0 0.00
C -2.23569 2.28802 3.20464 0.0 0.0 0.0 0.01
H 3.07964 -5.69383 -2.40857 0.0 0.0 0.0 0.00
H 1.36772 -3.05131 5.07336 0.0 0.0 0.0 0.00
H 0.57473 3.18148 -5.71151 0.0 0.0 0.0 0.00
H -1.10610 -1.04205 -3.76067 0.0 0.0 0.0 0.01
H -2.20804 1.33864 -1.25672 0.0 0.0 0.0 0.01
H 0.03633 -2.79531 -3.15468 0.0 0.0 0.0 0.01
H 0.73718 -5.68678 1.02115 0.0 0.0 0.0 0.00
H -3.48480 -5.62282 -1.28096 0.0 0.0 0.0 0.00
H 4.58406 -3.93139 -1.55217 0.0 0.0 0.0 0.00
H -1.49275 2.71114 2.53739 0.0 -0.1 0.0 0.00
H 0.81324 -5.11344 -3.21378 0.0 0.0 0.0 0.00
H -1.42085 -6.32497 -0.04231 0.0 0.0 0.0 0.00
H -4.83618 -3.83611 -2.27880 0.0 0.0 0.0 0.00
H -1.46910 2.11916 -6.60417 0.0 0.0 0.0 0.00
H -0.27873 2.57212 -0.27646 0.0 0.0 0.0 -0.01
H 2.76563 -1.20886 5.93432 0.0 0.0 0.0 0.00
H 0.50607 1.60969 3.63542 0.0 0.0 0.0 0.00
H -4.33236 0.95105 -2.48906 0.0 0.0 0.0 0.00
H 3.81721 -1.59312 -1.45742 0.0 0.0 0.0 0.01
H 1.79187 2.14636 -3.84554 0.0 0.0 0.0 0.00
H -2.87168 4.18297 3.97562 0.0 0.0 0.0 0.00
H 1.88834 2.99004 -0.30272 0.0 0.0 0.0 0.00
H -0.49085 -2.55514 3.47182 0.0 0.0 0.0 0.00
H 2.72632 -1.71271 1.31589 0.0 0.0 0.0 -0.01
H 1.41697 -3.30346 1.00739 0.0 0.0 0.0 0.00
H -5.16163 -1.38068 -2.74081 0.0 0.0 0.0 0.00
H 4.89586 -1.11145 2.32827 0.0 0.0 0.0 0.00
H -3.54771 -0.73303 4.08136 0.0 0.0 0.0 0.00
H -2.29412 0.00483 -5.62309 0.0 0.0 0.0 0.00
H 1.35702 3.37500 1.33757 0.0 0.0 0.0 0.00
H 5.46509 1.31785 2.57543 0.0 0.0 0.0 0.00
H 3.82579 3.00993 1.78467 0.0 0.0 0.0 0.00
H -4.93093 0.75743 5.52070 0.0 0.0 0.0 0.00
H 2.32625 1.12094 5.23142 0.0 0.0 0.0 0.00
H 2.66980 0.54955 -2.14236 0.0 0.1 0.1 0.05
H -4.59001 3.20178 5.45203 0.0 0.0 0.0 0.00
```
Positions in Å, forces in eV/Å.

Results
Spin multiplicity: 5
Kohn-Sham gap (spin up / spin down): 6.51 / 5.96 eV
Net charge: +2
ΔE to the lowest compared entry with this formula, charge and spin: 31.0 kJ/mol